{"formula": "C2H4NO2P", "method": "ωB97M-V/def2-TZVPD", "homo_lumo_gap_ev": 9.20, "e_tot_ev": -17008.8334, "e_homo_ev": -9.6, "e_lumo_ev": -0.425, "symbols": ["C", "H", "O", "H", "C", "N", "H", "P", "O", "H"], "xyz": [[0.207, 1.015, -0.054], [1.551, 0.531, 1.439], [-1.300, -0.227, -2.205], [-1.649, -1.021, 1.441], [0.912, -0.344, -0.325], [0.712, 0.181, 0.990], [0.536, 2.011, -0.287], [-0.811, -0.247, -0.845], [-2.025, -1.365, 0.627], [1.867, -0.534, -0.779]], "forces_ev_per_angstrom": [[-0.6, -0.3, -0.6], [0.1, 0.1, -0.3], [-0.5, -0.1, -0.7], [0.3, 0.2, 0.3], [-0.6, -0.1, -0.7], [-0.2, -0.4, 1.4], [0.0, 0.1, 0.0], [-0.6, -1.7, 4.0], [2.0, 2.1, -3.2], [0.1, 0.0, -0.1]], "lowdin_charge": [-0.270, 0.117, -0.307, -0.043, -0.268, -0.046, 0.110, 0.870, -0.276, 0.111]}